A cluster of 12 separate species, C46H79F16N3O23S7 in total, computed with wB97M-V/def2-TZVPD.

```
174
Properties=species:S:1:pos:R:3:mulliken_charge:R:1
F -2.4098 -10.0695 -2.7582 -0.258
C -1.7445 -9.1728 -3.4974 -0.001
F -2.6011 -8.4253 -4.2643 -0.248
C -0.7131 -8.2867 -2.7398 1.201
F 0.0138 -9.1170 -1.9598 -0.320
F -1.3647 -7.4434 -1.8815 -0.260
C 0.0083 -7.4269 -3.7557 -1.210
O 0.8380 -6.4763 -3.0555 -0.251
C 1.6523 -5.6124 -3.7298 0.785
F 2.3707 -6.2807 -4.6366 -0.314
F 0.8455 -4.7116 -4.3649 -0.237
C 2.4090 -4.8089 -2.6512 0.112
F 3.0929 -3.8068 -3.3117 -0.338
F 1.6312 -4.2200 -1.7232 -0.112
H -1.1688 -9.7232 -4.2593 0.253
H -0.6103 -6.9252 -4.4993 0.414
H 0.7424 -7.9342 -4.3885 0.464
H 3.2392 -5.3091 -2.1397 0.356
F -2.0993 -4.5052 -4.5309 -0.093
C -2.9799 -3.5595 -4.9021 -0.273
F -4.1225 -3.6887 -4.1260 -0.261
C -2.3107 -2.1701 -4.9030 1.132
F -1.2742 -2.3089 -5.7879 -0.363
F -1.7234 -1.9320 -3.7060 0.014
C -3.2402 -1.0820 -5.3690 -0.997
O -2.4618 0.1044 -5.5205 -0.310
C -3.1978 1.2788 -5.4174 0.828
F -4.0019 1.5235 -6.4615 -0.312
F -4.0001 1.1671 -4.3362 -0.275
C -2.2303 2.4104 -5.2323 0.061
F -2.8828 3.5826 -5.0654 -0.301
F -1.3664 2.1897 -4.2253 -0.003
H -3.3960 -3.8225 -5.8817 0.242
H -3.9776 -0.9311 -4.5757 0.239
H -3.8559 -1.3723 -6.2214 0.430
H -1.6265 2.5011 -6.1444 0.272
C 6.0090 -0.3453 -0.1982 -1.226
C 5.1956 -1.6274 -0.2963 0.513
O 5.5257 -2.4882 0.7779 -0.406
S 4.5914 -3.7894 1.0407 1.175
C 3.1069 -2.8430 1.6364 0.115
O 4.2022 -4.4238 -0.1953 -0.547
O 5.2049 -4.4844 2.1366 -0.658
H 7.0513 -0.5073 0.0781 0.437
H 5.6486 0.2825 0.6233 0.126
H 5.9200 0.3460 -1.0361 0.398
H 4.1372 -1.3346 -0.2445 -0.253
H 5.1447 -2.1545 -1.2542 0.327
H 3.3429 -2.1664 2.4520 0.250
H 2.3247 -3.5152 1.9854 0.042
H 2.6683 -2.3027 0.8009 -0.414
C 0.5036 4.4905 -2.5179 -0.310
C -0.3370 5.3838 -3.3880 -0.446
O -1.2613 6.2424 -2.6919 -0.207
S -1.8790 7.5283 -3.4662 1.258
C -2.7064 8.3473 -2.0427 -0.900
O -0.7536 8.2393 -4.0305 -0.675
O -2.8987 7.1569 -4.4279 -0.651
H 0.0310 3.8850 -1.7415 -0.415
H 1.1153 5.0840 -1.8222 0.175
H 1.2454 3.9480 -3.0998 0.550
H 0.2879 5.9133 -4.1075 0.527
H -1.0789 4.8024 -3.9471 0.014
H -1.9553 8.6922 -1.3456 0.294
H -3.5006 7.6736 -1.7232 0.272
H -3.3302 9.1201 -2.4958 0.466
C 1.4331 -0.5946 -2.7323 -1.482
C 0.6703 0.1625 -1.6575 0.324
O 0.9141 -0.4301 -0.3806 0.379
S 1.2481 0.5468 0.9096 -0.381
C -0.3502 1.3416 1.0428 0.004
O 1.3795 -0.2632 2.1082 -0.007
O 2.3248 1.4460 0.5625 -0.138
H 2.4906 -0.5150 -2.4804 0.266
H 1.2355 -0.1267 -3.6963 0.528
H 1.0958 -1.6296 -2.7634 0.131
H 0.9751 1.2133 -1.6769 0.155
H -0.4141 0.0849 -1.7877 0.039
H -0.5156 2.1002 0.2816 -0.465
H -0.4925 1.7763 2.0320 0.540
H -1.0364 0.4971 0.9751 0.001
C -0.9843 -3.4152 0.1637 0.220
C -0.6446 -4.8564 0.4355 -0.194
O 0.4681 -4.9318 1.3508 0.076
S 0.6932 -6.2866 2.2314 1.188
C 0.9447 -7.5485 0.8988 -0.778
O 1.9153 -6.0510 2.9710 -0.649
O -0.5596 -6.5959 2.8936 -0.619
H -1.9322 -3.4551 -0.3702 0.085
H -0.1314 -3.0343 -0.4048 -0.324
H -1.0132 -2.7268 1.0073 -0.348
H -1.5573 -5.4023 0.6932 0.557
H -0.2863 -5.3467 -0.4736 -0.084
H 1.0085 -8.4942 1.4253 0.487
H 1.7930 -7.2771 0.2768 0.254
H 0.0418 -7.4271 0.3068 0.143
C 5.9253 7.6377 -0.8199 -1.216
C 5.5369 6.4922 0.1112 -0.241
O 5.4621 5.2506 -0.5870 -0.286
S 4.1987 4.2544 -0.2936 1.227
C 4.9304 3.3085 1.0675 -0.801
O 3.1055 5.0050 0.2739 -0.552
O 3.9971 3.4558 -1.4743 -0.639
H 5.0669 7.7449 -1.4825 0.286
H 6.8112 7.3884 -1.3990 0.302
H 6.1104 8.4962 -0.1779 0.377
H 6.2560 6.4087 0.9359 0.365
H 4.6178 6.7013 0.6628 0.337
H 5.3906 4.0838 1.6784 0.398
H 5.6178 2.5786 0.6574 0.212
H 4.1171 2.9047 1.6655 0.210
C -3.1756 2.8557 -1.4254 0.041
C -3.1975 4.2931 -0.9114 -0.580
O -2.0279 4.3276 -0.0637 0.116
S -2.0006 5.3611 1.2153 1.384
C -0.2031 5.6954 1.3490 -0.378
O -2.6355 6.6208 0.8919 -0.721
O -2.4537 4.6956 2.3984 -0.636
H -3.0508 2.2172 -0.5509 -0.117
H -2.3891 2.7641 -2.1672 -0.375
H -4.1567 2.5426 -1.7884 0.520
H -3.1031 5.1449 -1.5838 -0.149
H -4.0653 4.4896 -0.2730 0.572
H 0.3544 5.1194 2.0861 0.010
H -0.3033 6.7617 1.5530 0.653
H 0.3404 5.6327 0.4066 -0.128
C -7.7503 0.0128 -0.0404 -1.285
C -6.5787 0.8306 -0.5084 -0.272
O -5.7197 -0.0064 -1.3104 -0.257
S -4.4002 -0.6730 -0.6040 1.091
C -4.9659 -2.3925 -0.7392 -1.053
O -3.3144 -0.4840 -1.5391 -0.051
O -4.3527 -0.2559 0.7748 -0.771
H -7.4726 -0.5924 0.8320 0.277
H -8.0028 -0.7615 -0.7661 0.283
H -8.6210 0.5530 0.3274 0.422
H -6.8668 1.6949 -1.1093 0.411
H -6.0737 1.3251 0.3234 0.330
H -5.0693 -2.6322 -1.7950 0.304
H -5.9191 -2.4346 -0.2188 0.414
H -4.2469 -3.0809 -0.3009 0.264
C 2.6392 -1.2102 7.7427 -0.636
C 2.4022 -1.3966 6.3691 -0.074
C 3.1583 -0.7458 5.4203 -0.387
N 4.2394 -0.0195 5.7506 -0.440
C 4.5139 0.1618 7.0504 -0.473
C 3.6663 -0.3359 8.0290 -0.260
H 1.9884 -1.5674 8.5254 0.424
H 1.5959 -2.0862 6.1450 0.376
H 3.1280 -0.9501 4.3577 0.691
H 5.2731 0.9298 7.1297 0.374
H 3.8832 -0.0620 9.0572 0.377
C 0.3869 3.7897 6.8290 -0.212
C 0.0125 4.9692 6.1841 -0.707
C 0.1966 5.0698 4.8239 -0.236
N 0.7435 4.0545 4.1025 -0.205
C 1.0390 2.9098 4.7344 -0.552
C 0.9383 2.7484 6.1129 -0.588
H 0.1232 3.7464 7.8778 0.377
H -0.5209 5.6780 6.8029 0.355
H -0.0918 5.9134 4.2119 0.378
H 1.3456 2.0976 4.0869 0.877
H 1.1416 1.8360 6.6577 0.376
C -0.6798 -2.2371 3.7728 1.108
C -0.6597 -3.4661 4.3945 -0.426
C -1.6823 -3.8127 5.2715 -0.574
N -2.6798 -2.9655 5.5333 -0.630
C -2.7202 -1.7994 4.8829 -0.552
C -1.7455 -1.3610 4.0005 -0.511
H -0.0450 -2.0867 2.9084 -0.128
H 0.1524 -4.1546 4.1998 0.493
H -1.6797 -4.7807 5.7541 0.417
H -3.6590 -1.2761 5.0271 0.409
H -1.8788 -0.4760 3.3946 0.450
```

HOMO level, Eh: -0.339
HOMO-LUMO gap, eV: 9.374
Max |F|, eV Å⁻¹: 3.081
Energy relative to the best compared isomer or geometry (same formula, charge and spin), kcal/mol: 0.0
SMILES string: FC(F)C(F)(F)COC(F)(F)C(F)F.FC(F)C(F)(F)COC(F)(F)C(F)F.CCOS(C)(=O)=O.CCOS(C)(=O)=O.CCOS(C)(=O)=O.CCOS(C)(=O)=O.CCOS(C)(=O)=O.CCOS(C)(=O)=O.CCOS(C)(=O)=O.c1ccncc1.c1ccncc1.c1ccncc1